{"formula": "C45H53N4O4ReSe", "method": "ωB97M-V with the def2-TZVPD basis set", "energy_ev": -129148.676, "e_above_lowest_kj_mol": 9.1, "s_squared": 1.052, "multiplicity": 2, "charge": 1, "elements": ["Re", "C", "C", "C", "C", "C", "C", "C", "Se", "C", "C", "C", "C", "C", "C", "O", "C", "C", "C", "C", "C", "C", "C", "C", "C", "O", "C", "C", "C", "C", "C", "C", "H", "H", "H", "H", "H", "H", "H", "H", "H", "H", "H", "H", "H", "H", "H", "H", "H", "H", "H", "H", "H", "H", "H", "H", "H", "H", "H", "H", "H", "H", "H", "H", "H", "H", "H", "H", "H", "H", "H", "H", "O", "C", "O", "C", "C", "C", "C", "C", "N", "H", "H", "H", "H", "C", "C", "N", "C", "C", "C", "C", "C", "C", "C", "C", "N", "C", "N", "H", "H", "H", "H", "H", "H", "H", "H", "H"], "xyz": [[1.122, 0.340, 1.293], [-0.575, -7.201, -0.948], [-1.350, -6.108, -0.204], [-2.694, -5.880, -0.910], [-1.585, -6.592, 1.236], [-0.591, -4.794, -0.146], [-1.100, -3.716, 0.583], [-0.381, -2.546, 0.678], [-0.942, -1.074, 1.832], [-2.122, -0.078, 0.655], [-3.484, -0.272, 0.726], [-4.343, 0.530, -0.022], [-3.747, 1.482, -0.851], [-2.382, 1.697, -0.956], [-1.507, 0.902, -0.162], [-0.211, 1.055, -0.147], [-1.811, 2.797, -1.841], [-0.820, 2.185, -2.845], [-2.897, 3.522, -2.641], [-1.086, 3.822, -0.951], [-5.850, 0.350, 0.100], [-6.228, -0.974, -0.585], [-6.230, 0.296, 1.590], [-6.642, 1.490, -0.550], [0.889, -2.390, 0.075], [1.590, -1.328, 0.273], [1.379, -3.464, -0.720], [0.635, -4.623, -0.787], [2.688, -3.281, -1.469], [2.569, -2.063, -2.397], [3.055, -4.496, -2.324], [3.817, -3.057, -0.452], [-1.149, -8.125, -0.935], [0.381, -7.397, -0.467], [-0.406, -6.935, -1.989], [-3.287, -6.791, -0.886], [-2.533, -5.601, -1.949], [-3.260, -5.087, -0.428], [-2.018, -7.589, 1.226], [-2.264, -5.933, 1.770], [-0.643, -6.632, 1.779], [-2.053, -3.787, 1.087], [-3.854, -1.051, 1.375], [-4.395, 2.100, -1.446], [-1.332, 1.490, -3.510], [-0.023, 1.654, -2.331], [-0.375, 2.971, -3.453], [-3.439, 2.830, -3.283], [-2.433, 4.267, -3.281], [-3.598, 4.035, -1.987], [-0.287, 3.343, -0.391], [-1.780, 4.284, -0.250], [-0.647, 4.606, -1.564], [-5.697, -1.808, -0.133], [-5.977, -0.944, -1.644], [-7.296, -1.161, -0.494], [-5.877, -0.617, 2.062], [-7.311, 0.332, 1.708], [-5.803, 1.145, 2.120], [-6.486, 1.539, -1.626], [-6.374, 2.448, -0.109], [-7.707, 1.333, -0.387], [1.034, -5.439, -1.362], [1.818, -2.243, -3.164], [3.523, -1.877, -2.884], [2.289, -1.174, -1.838], [2.283, -4.716, -3.059], [3.230, -5.375, -1.708], [3.974, -4.281, -2.864], [3.638, -2.158, 0.131], [4.769, -2.946, -0.970], [3.888, -3.903, 0.229], [3.845, -1.018, 4.060], [3.255, -0.530, 3.125], [1.989, -0.386, 3.013], [4.023, 0.005, 1.918], [5.395, -0.151, 1.790], [6.017, 0.372, 0.668], [5.239, 1.016, -0.287], [3.871, 1.104, -0.096], [3.280, 0.617, 0.990], [5.927, -0.684, 2.564], [7.083, 0.282, 0.532], [5.676, 1.434, -1.180], [3.237, 1.583, -0.826], [-0.159, 3.612, 3.883], [-0.126, 2.472, 3.098], [0.914, 2.166, 2.316], [1.932, 3.031, 2.275], [1.989, 4.204, 3.018], [0.919, 4.483, 3.869], [3.169, 5.063, 2.942], [3.782, 5.510, 1.840], [3.369, 5.356, 0.446], [3.592, 6.414, -0.445], [3.161, 6.242, -1.749], [2.571, 5.127, -2.155], [2.411, 4.186, -1.249], [2.780, 4.238, 0.017], [-1.022, 3.804, 4.501], [-0.947, 1.765, 3.113], [2.764, 2.801, 1.632], [0.923, 5.365, 4.492], [3.550, 5.387, 3.903], [4.625, 6.179, 1.965], [4.067, 7.327, -0.122], [3.291, 7.006, -2.504], [1.930, 3.273, -1.579]]}



{"formula": "C28H70O26Tl", "method": "ωB97M-V with the def2-TZVPD basis set", "energy_ev": -88074.733, "charge": 1, "elements": ["Tl", "C", "C", "C", "O", "C", "C", "C", "O", "O", "O", "H", "H", "C", "O", "H", "H", "H", "H", "C", "O", "H", "H", "H", "H", "C", "C", "O", "O", "H", "H", "H", "H", "H", "H", "C", "C", "O", "O", "H", "H", "H", "H", "H", "H", "C", "C", "O", "O", "H", "H", "H", "H", "H", "H", "C", "C", "O", "O", "H", "H", "H", "H", "H", "H", "C", "C", "O", "O", "H", "H", "H", "H", "H", "H", "C", "C", "O", "O", "H", "H", "H", "H", "H", "H", "C", "C", "O", "O", "H", "H", "H", "H", "H", "H", "C", "C", "O", "O", "H", "H", "H", "H", "H", "H", "C", "C", "O", "O", "H", "H", "H", "H", "H", "H", "C", "C", "O", "O", "H", "H", "H", "H", "H", "H"], "xyz": [[-4.887, 6.485, -0.388], [-1.786, -1.405, 1.660], [-0.759, -2.178, 1.350], [0.289, -1.772, 0.345], [1.461, -2.321, 0.229], [0.225, -0.610, -0.386], [-0.961, 0.231, -0.223], [-1.899, -0.102, 1.002], [-2.804, 0.688, 1.280], [-1.087, 1.322, -0.770], [-0.845, -3.358, 1.940], [-2.549, -1.602, 2.399], [0.933, -0.243, -1.115], [4.548, -9.141, -0.925], [3.714, -8.996, 0.188], [3.998, -9.240, -1.861], [5.221, -8.284, -0.944], [5.073, -10.083, -0.762], [3.229, -8.178, 0.062], [5.286, -2.608, -6.595], [5.530, -3.544, -5.578], [4.444, -2.955, -7.194], [5.020, -1.634, -6.185], [6.229, -2.598, -7.143], [5.185, -3.291, -4.719], [5.728, 6.211, -1.937], [6.201, 7.609, -2.208], [7.039, 8.043, -1.044], [4.580, 5.874, -2.729], [5.245, 6.162, -0.961], [6.542, 5.513, -2.131], [5.338, 8.271, -2.285], [6.860, 7.779, -3.060], [7.685, 7.335, -0.984], [3.999, 5.181, -2.408], [0.374, 8.146, -7.531], [-0.715, 8.239, -8.617], [-1.489, 7.076, -8.511], [-0.136, 7.794, -6.232], [0.855, 9.097, -7.300], [1.138, 7.428, -7.829], [-0.257, 8.075, -9.593], [-1.326, 9.138, -8.529], [-0.940, 6.330, -8.763], [0.462, 7.078, -6.005], [-6.117, 2.231, 8.337], [-5.849, 3.245, 9.464], [-5.480, 4.415, 8.790], [-7.362, 2.499, 7.755], [-6.195, 1.180, 8.615], [-5.427, 2.239, 7.494], [-5.041, 2.817, 10.057], [-6.739, 3.322, 10.089], [-6.150, 5.072, 8.588], [-7.177, 2.856, 6.883], [-1.114, 0.378, -7.359], [-1.012, 0.336, -8.919], [-0.588, 1.524, -9.570], [-1.384, -0.867, -6.770], [-1.983, 1.017, -7.201], [-0.270, 0.962, -6.991], [-1.912, -0.036, -9.409], [-0.194, -0.367, -9.081], [-0.287, 1.287, -10.451], [-1.116, -0.781, -5.852], [11.046, -3.253, -1.553], [10.514, -2.809, -0.226], [10.980, -3.628, 0.796], [10.947, -4.610, -1.944], [12.133, -3.177, -1.565], [10.636, -2.536, -2.264], [9.435, -2.866, -0.366], [10.802, -1.787, 0.019], [10.209, -4.126, 1.075], [10.063, -4.828, -2.247], [-4.129, -8.276, 7.850], [-4.739, -8.916, 9.185], [-5.411, -7.904, 10.045], [-3.971, -9.268, 6.811], [-3.139, -7.895, 8.099], [-4.776, -7.437, 7.593], [-3.930, -9.419, 9.714], [-5.473, -9.684, 8.939], [-4.714, -7.555, 10.605], [-3.271, -8.832, 6.320], [6.130, -5.201, 6.454], [6.887, -4.814, 7.789], [6.047, -3.792, 8.457], [6.287, -4.253, 5.425], [5.071, -5.449, 6.535], [6.597, -6.152, 6.198], [7.818, -4.423, 7.378], [6.946, -5.724, 8.387], [6.382, -2.917, 8.248], [5.696, -4.429, 4.689], [-7.667, 2.515, -4.900], [-7.602, 3.939, -5.685], [-6.477, 4.685, -5.316], [-7.428, 2.678, -3.555], [-6.906, 1.815, -5.245], [-8.680, 2.243, -5.197], [-8.453, 4.581, -5.460], [-7.462, 3.888, -6.765], [-5.962, 4.877, -6.103], [-7.975, 2.054, -3.073], [-8.977, -4.452, -0.400], [-7.760, -5.109, 0.216], [-7.604, -4.638, 1.528], [-8.962, -3.031, -0.352], [-9.871, -4.861, 0.072], [-9.169, -4.658, -1.453], [-6.905, -4.752, -0.357], [-7.801, -6.193, 0.109], [-6.657, -4.679, 1.678], [-8.502, -2.862, 0.474], [-0.200, 7.583, 3.902], [0.759, 7.282, 2.708], [0.107, 7.602, 1.524], [-1.310, 6.757, 3.816], [-0.419, 8.644, 4.027], [0.323, 7.258, 4.801], [1.085, 6.242, 2.724], [1.703, 7.824, 2.759], [0.697, 8.130, 0.981], [-1.595, 6.313, 4.618]]}



{"formula": "C2H4BrFN2O3PdS", "method": "ωB97M-V with the def2-TZVPD basis set", "energy_ev": -98305.765, "e_above_lowest_kj_mol": 406.0, "charge": 2, "elements": ["N", "N", "C", "C", "O", "Br", "S", "O", "O", "F", "H", "H", "H", "H", "Pd"], "xyz": [[-0.832, 0.772, -1.071], [-0.633, 0.482, 0.269], [0.813, 0.175, 0.599], [1.879, 1.357, 0.162], [3.006, 1.016, -0.468], [1.621, 3.329, 0.556], [-1.606, -0.982, 0.545], [-0.997, -2.252, -0.095], [-2.969, -0.730, -0.206], [-1.825, -1.150, 2.237], [-0.512, 1.730, -1.335], [-0.466, 0.031, -1.708], [1.176, -0.808, 0.032], [0.871, -0.028, 1.773], [0.476, -2.943, -1.291]]}



{"formula": "C2H4N4", "method": "ωB97M-V with the def2-TZVPD basis set", "energy_ev": -8095.322, "e_above_lowest_kj_mol": 385.2, "charge": 0, "elements": ["C", "N", "C", "N", "N", "N", "H", "H", "H", "H"], "xyz": [[-1.374, -0.257, 0.207], [-0.138, -0.182, -0.542], [1.253, 1.200, 0.137], [2.140, 0.641, 0.646], [1.706, -1.573, -0.631], [0.660, -1.139, -0.588], [-1.231, -0.343, 1.294], [-1.948, -1.100, -0.174], [-1.900, 0.680, -0.002], [0.862, 2.068, -0.354]]}